Entry 1:
{"formula": "C11H14N3O", "method": "the ωB97M-V functional and the def2-TZVPD basis", "charge": 1, "e_lumo_ev": [-4.823, -4.827], "smiles": "CN(CCC#N)C(=O)/C=[N+]1/C=CC=CC1", "max_force_ev_per_a": 6.061, "multiplicity": 1, "orbital_gap_ev": [7.28, 7.28], "de_lowest_kj_mol": 331.1, "e_tot_ha": -666.71349, "symbols": ["C", "C", "C", "C", "C", "C", "C", "C", "C", "C", "C", "N", "N", "N", "O", "H", "H", "H", "H", "H", "H", "H", "H", "H", "H", "H", "H", "H", "H"], "xyz": [[0.0538, -2.6366, -2.9953], [-0.3768, -1.3749, -3.5065], [0.7519, -2.5937, -1.8029], [-0.2508, -0.2209, -2.8570], [0.9092, -1.3671, -1.0544], [-1.2483, -0.7245, 1.8296], [1.0697, 1.1827, 0.3752], [-1.7768, 0.4975, 2.2812], [-1.0010, 1.7052, 1.5461], [0.2669, 1.0194, -0.9613], [1.0745, 1.6628, 2.8176], [-0.6725, -1.5661, 1.2813], [0.3157, -0.1497, -1.6278], [0.4415, 1.5317, 1.4738], [2.2539, 0.9257, 0.3127], [-0.2076, -3.4940, -3.5068], [-0.7751, -1.3987, -4.4940], [1.1181, -3.5397, -1.2332], [-0.6414, 0.7045, -3.2070], [2.0392, -1.2167, -0.7365], [-2.8043, 0.6317, 2.1048], [-1.6278, 0.6801, 3.3558], [-1.4937, 1.7533, 0.4829], [-1.1867, 2.5998, 2.0427], [-0.0597, 1.8530, -1.4076], [0.6449, 0.7220, 3.3482], [2.1442, 1.7948, 2.8980], [0.6553, 2.5759, 3.2675], [0.3840, -1.5575, -0.0270]], "forces_ev_per_angstrom": [[1.81, 1.53, 3.33], [0.20, -0.52, -0.34], [-1.08, -2.57, -1.32], [-0.65, 0.02, -1.32], [1.94, 0.35, 2.64], [1.20, -1.85, -1.41], [0.67, -1.31, -1.73], [1.49, 2.87, 1.16], [-0.96, -2.32, -2.77], [2.47, -5.10, 2.16], [-1.92, -1.22, 0.43], [-1.16, 0.56, 1.41], [0.58, 2.54, 2.92], [-1.26, 1.10, 1.32], [0.25, 0.13, -0.18], [-0.16, -1.74, -0.85], [-0.52, 0.37, -0.50], [-0.64, 1.79, -1.32], [-0.14, 0.48, -0.47], [-2.19, 0.20, -0.82], [-1.39, -0.10, -0.38], [-0.05, -0.57, -0.19], [1.20, 0.07, 1.86], [-0.63, 1.51, 0.91], [-1.47, 2.76, -1.99], [1.39, 1.72, -0.23], [0.18, -0.61, -0.68], [-0.09, -0.42, -0.01], [0.90, 0.35, -1.64]]}

Entry 2:
{"formula": "C36H82BaN3O10", "method": "the ωB97M-V functional and the def2-TZVPD basis", "charge": 1, "e_lumo_ev": -3.805, "max_force_ev_per_a": 2.096, "multiplicity": 1, "orbital_gap_ev": 5.91, "e_tot_ha": -2362.78992, "symbols": ["Ba", "O", "C", "O", "O", "H", "C", "C", "O", "H", "H", "H", "H", "H", "H", "C", "C", "O", "H", "H", "H", "H", "H", "H", "C", "C", "O", "H", "H", "H", "H", "H", "H", "C", "C", "O", "H", "H", "H", "H", "H", "H", "C", "C", "C", "C", "C", "C", "N", "O", "C", "C", "C", "H", "H", "H", "H", "H", "H", "H", "H", "H", "H", "H", "H", "H", "H", "H", "H", "H", "H", "H", "C", "C", "C", "C", "C", "C", "N", "O", "C", "C", "C", "H", "H", "H", "H", "H", "H", "H", "H", "H", "H", "H", "H", "H", "H", "H", "H", "H", "H", "H", "C", "C", "C", "C", "C", "C", "N", "O", "C", "C", "C", "H", "H", "H", "H", "H", "H", "H", "H", "H", "H", "H", "H", "H", "H", "H", "H", "H", "H", "H"], "xyz": [[3.9106, -1.5442, 3.2555], [-0.0011, 0.0217, 0.9438], [1.2106, -0.0283, 1.5467], [1.7648, -1.1442, 1.7442], [1.7956, 1.0585, 1.8002], [-0.0024, 0.9942, 0.8512], [-0.2754, -2.2762, 5.5362], [0.4611, -1.0598, 5.0168], [1.8680, -1.1463, 5.3431], [-0.5067, -2.1585, 6.6003], [0.2513, -3.2152, 5.3796], [-1.2907, -2.3578, 5.1383], [0.0548, -0.1697, 5.5004], [0.3239, -0.9090, 3.9490], [1.9484, -1.0651, 6.2984], [1.5171, 4.1213, 3.3503], [0.1096, 3.5952, 3.1279], [-0.0342, 2.2743, 3.6463], [1.5702, 5.1623, 3.0142], [2.2508, 3.5521, 2.7807], [1.7548, 4.1725, 4.4139], [-0.1341, 3.5447, 2.0596], [-0.6023, 4.2800, 3.5873], [0.7575, 1.7809, 3.3933], [0.8542, -4.3084, 2.4787], [1.8281, -4.9773, 3.4121], [2.7103, -3.9658, 3.9773], [1.3970, -4.0855, 1.5593], [0.4652, -3.3924, 2.9179], [0.0278, -4.9495, 2.1777], [2.4423, -5.7239, 2.9057], [1.3086, -5.4925, 4.2229], [2.9931, -4.3273, 4.8244], [6.7525, 0.7463, 0.0547], [5.8611, -0.4901, 0.2030], [4.6878, -0.1484, 0.9460], [7.6854, 0.4356, -0.4231], [6.9942, 1.1094, 1.0523], [6.2766, 1.4808, -0.5891], [6.4176, -1.3062, 0.6689], [5.5906, -0.8020, -0.8093], [4.0898, 0.3684, 0.3706], [4.1146, 4.3308, -1.9394], [2.6943, 3.8934, -1.5677], [1.6377, 4.3912, -2.5582], [1.5571, 3.5375, -3.8129], [1.3750, 2.0439, -3.5578], [2.4086, 1.4984, -2.5663], [2.5507, 2.4435, -1.4693], [3.2977, 1.9308, -0.3817], [1.8473, 0.1892, -1.9967], [3.7093, 1.1862, -3.2979], [2.2989, 4.5056, -0.2294], [4.8514, 3.6390, -1.5231], [4.3126, 5.3462, -1.6057], [4.2847, 4.2035, -3.0122], [0.6654, 4.6137, -2.1164], [1.9748, 5.3886, -2.8719], [2.5378, 3.6506, -4.2966], [0.8957, 3.9868, -4.5553], [1.6031, 1.6309, -4.5462], [0.3398, 1.7672, -3.3548], [2.5082, -0.1625, -1.2040], [0.8362, 0.2990, -1.6039], [1.7871, -0.5780, -2.7704], [3.6470, 0.4555, -4.1097], [4.1774, 2.0600, -3.7569], [4.4649, 0.7354, -2.6415], [2.2574, 5.5970, -0.2434], [3.0118, 4.2411, 0.5580], [1.3181, 4.1816, 0.1285], [2.6186, 1.7952, 0.3040], [-2.5599, -2.9882, -1.7507], [-2.1868, -3.6850, -0.4278], [-3.3468, -4.6064, -0.0345], [-3.3105, -5.9598, -0.7175], [-1.9397, -6.5922, -0.5699], [-0.8078, -5.7011, -1.1110], [-0.9210, -4.4016, -0.4541], [0.1839, -3.5769, -0.8006], [0.4785, -6.4129, -0.6781], [-0.8696, -5.6545, -2.6483], [-2.0802, -2.6208, 0.6584], [-1.7580, -2.3419, -2.1076], [-3.4785, -2.4206, -1.5908], [-2.8092, -3.7043, -2.5354], [-3.2151, -4.8191, 1.0395], [-4.3260, -4.1282, -0.0025], [-3.6127, -5.9026, -1.7686], [-4.0788, -6.6025, -0.2766], [-1.9667, -7.5501, -1.0911], [-1.7405, -6.7335, 0.4972], [0.4978, -7.4162, -1.0963], [1.3594, -5.8603, -1.0159], [0.5381, -6.4650, 0.4114], [-1.8758, -5.7793, -3.0464], [-0.4004, -4.7521, -3.0352], [-0.3395, -6.5303, -3.0332], [-1.9345, -3.0482, 1.6513], [-2.8771, -1.8780, 0.6022], [-1.1926, -2.0103, 0.4769], [0.7444, -3.6905, -0.0275], [-3.5637, 3.2006, 1.7459], [-3.9056, 2.5884, 0.3806], [-5.3384, 3.0220, 0.0763], [-5.7368, 2.8789, -1.3861], [-4.7190, 3.5960, -2.2424], [-3.2635, 3.1916, -2.0527], [-2.9815, 3.1343, -0.6149], [-1.6416, 2.7579, -0.3768], [-3.0062, 1.8452, -2.7694], [-2.3495, 4.2500, -2.6781], [-3.8502, 1.0547, 0.4582], [-4.4319, 3.1678, 2.3966], [-3.2038, 4.2290, 1.6544], [-2.6355, 2.7419, 2.1048], [-6.0359, 2.4761, 0.7153], [-5.4955, 4.0848, 0.2899], [-6.7636, 3.1796, -1.6019], [-5.7877, 1.8184, -1.6781], [-4.7895, 4.6817, -2.0850], [-4.9773, 3.5180, -3.3034], [-3.1781, 1.9327, -3.8426], [-1.9353, 1.6427, -2.6668], [-3.5849, 1.0207, -2.3576], [-1.3610, 3.8647, -2.9164], [-2.7872, 4.6224, -3.6077], [-2.3267, 5.0705, -1.9608], [-2.8258, 0.6913, 0.5622], [-4.3932, 0.5553, -0.3414], [-4.3429, 0.7701, 1.3934], [-1.6304, 1.7888, -0.4417]], "forces_ev_per_angstrom": [[-1.70, 0.72, -0.99], [1.04, 0.68, 0.58], [1.60, -0.26, -0.36], [-0.24, -0.83, 0.63], [-0.40, -0.01, 0.14], [-0.99, -0.01, -0.25], [-0.83, 0.08, 0.54], [-0.64, 0.07, 0.52], [0.58, 0.06, -0.62], [0.52, -0.13, 0.10], [0.06, 0.04, -0.12], [0.22, 0.03, -0.50], [0.04, 0.09, -0.14], [0.48, -0.21, -0.10], [-0.03, 0.04, 0.01], [-0.29, 0.72, -0.15], [0.52, -0.29, -0.47], [-0.32, 0.01, 0.68], [0.03, -0.09, -0.18], [0.07, -0.11, 0.18], [0.07, -0.36, 0.01], [0.10, 0.30, -0.04], [-0.21, -0.38, 0.25], [-0.07, 0.22, -0.29], [0.40, -0.09, -0.29], [-0.37, -0.35, 0.01], [0.30, -0.07, 0.12], [-0.05, 0.36, 0.06], [-0.04, 0.03, -0.11], [-0.01, -0.11, 0.18], [-0.03, 0.03, -0.07], [0.04, 0.18, 0.12], [0.08, 0.13, 0.04], [0.27, -1.05, 0.10], [0.31, 1.23, -1.02], [-0.03, -1.02, 0.69], [0.02, 0.11, -0.01], [-0.05, 0.43, -0.13], [-0.09, 0.23, 0.28], [-0.28, -0.04, 0.32], [-0.19, -0.33, 0.15], [0.08, 0.23, 0.04], [0.14, -0.73, -0.47], [-0.62, 0.06, 0.22], [0.28, 0.83, -0.88], [0.87, 0.46, 0.13], [0.14, 0.77, -1.30], [-0.48, -0.51, -0.17], [-1.17, -0.05, 0.51], [0.34, -0.24, -0.02], [0.14, -0.09, -0.03], [1.21, -0.19, -0.28], [0.27, -0.02, 1.11], [-0.10, 0.20, 0.50], [0.12, 0.05, -0.18], [-0.14, 0.51, -0.06], [-0.02, -0.65, 0.34], [0.04, -0.03, 0.00], [0.00, -0.11, -0.01], [-0.44, -0.35, 0.18], [-0.16, -0.55, 0.20], [0.07, 0.08, 0.51], [-0.12, -0.26, -0.01], [0.07, 0.21, 0.14], [0.14, 0.03, -0.05], [-0.62, 0.02, 0.07], [-0.13, 0.13, 0.18], [-0.13, 0.27, 0.28], [0.14, 0.00, -0.38], [0.05, 0.04, -0.11], [-0.03, -0.23, -0.31], [0.12, 0.10, 0.18], [-0.07, -0.26, -0.12], [-0.95, 1.17, -0.38], [0.71, -0.95, 1.32], [-0.79, 0.04, -0.28], [-0.46, 0.54, 0.00], [-0.51, -0.73, -0.38], [0.18, -1.16, 0.95], [-0.45, -0.02, -0.30], [0.33, 0.82, 0.04], [0.23, -0.51, -0.04], [1.00, 0.85, -0.34], [-0.05, 0.08, 0.03], [0.16, 0.25, 0.01], [0.20, -0.07, 0.01], [0.22, -0.10, -0.06], [0.11, 0.32, -0.76], [0.21, 0.16, -0.04], [0.13, -0.04, 0.11], [0.40, -0.08, 0.11], [-0.06, -0.28, -0.03], [0.06, -0.04, 0.03], [0.01, -0.16, -0.15], [-0.10, -0.13, 0.02], [-0.10, 0.42, 0.11], [-0.03, -0.01, -0.08], [0.18, 0.17, -0.08], [-0.41, -0.07, 0.04], [-0.39, -0.40, 0.30], [0.07, -0.13, -0.06], [0.06, 0.37, -0.10], [1.38, 0.09, -0.50], [-0.17, 0.05, -0.06], [-0.79, 0.53, -0.78], [0.21, -1.24, -0.21], [-0.44, 1.15, -0.60], [-0.12, -1.12, -0.38], [-0.14, 1.11, -0.09], [-0.15, -0.27, 0.21], [0.57, 0.33, 0.21], [-0.60, 0.13, 0.07], [-0.32, 0.12, 0.84], [0.26, -0.28, 0.38], [-0.64, 0.18, -0.36], [-0.52, -0.48, 0.62], [0.17, -0.08, 0.11], [0.36, -0.01, 0.34], [0.11, 0.56, 0.24], [0.35, 0.00, 0.10], [-0.02, -0.08, 0.39], [0.16, -0.31, 0.00], [-0.21, 0.02, 0.03], [-0.09, -0.35, 0.04], [-0.03, -0.03, -0.09], [0.11, 0.06, 0.26], [-0.02, -0.07, -0.01], [0.39, 0.13, -0.16], [-0.02, -0.15, -0.20], [0.23, 0.01, -0.18], [0.01, -0.11, -0.05], [0.09, 0.00, -0.20]]}